{"formula": "C6H39NO13", "method": "ωB97M-V/def2-TZVPD", "elements": ["C", "N", "C", "C", "C", "C", "C", "H", "H", "H", "H", "H", "H", "H", "H", "H", "H", "H", "H", "H", "H", "H", "O", "H", "H", "O", "H", "H", "O", "H", "H", "O", "H", "H", "O", "H", "H", "O", "H", "H", "O", "H", "H", "O", "H", "H", "O", "H", "H", "O", "H", "H", "O", "H", "H", "O", "H", "H", "O"], "coordinates": [[-3.4816, 0.3656, 2.1121], [-2.7776, 0.9568, 0.9301], [-1.3732, 0.5294, 0.5838], [-0.3638, 1.5420, -0.1462], [-1.0634, 2.7576, -0.6915], [-0.6226, 4.0255, -0.5642], [-1.4169, -0.8373, -0.2875], [-2.6957, 0.2527, 3.0157], [-4.1827, 1.1220, 2.3587], [-3.7678, -0.6143, 1.8471], [-3.2765, 0.8589, 0.0145], [-0.9996, 0.3497, 1.6060], [0.4619, 1.7536, 0.5743], [-0.0455, 0.8326, -0.9404], [-2.0408, 2.4380, -1.0311], [-1.0697, 4.9568, -0.8207], [0.4001, 4.3292, -0.3727], [-2.2686, -1.4981, 0.0544], [-0.4383, -1.5136, -0.2668], [-1.9712, -0.8077, -1.2119], [0.5980, 2.4650, 4.2949], [-0.3441, 1.2815, 3.7285], [0.4965, 1.5367, 4.1117], [1.2436, 0.0157, -3.3844], [0.9596, 0.4947, -4.8576], [0.7108, -0.0960, -4.1714], [1.6549, -1.0334, -0.8737], [1.9233, 0.3258, -1.4558], [1.3612, -0.4383, -1.5088], [-2.3865, 2.4138, 2.1480], [-2.2068, 3.8169, 1.6579], [-1.9586, 3.2062, 2.4108], [2.0164, -0.9662, 4.2094], [0.7667, -1.9155, 4.2552], [1.6639, -1.8666, 3.8635], [3.6738, 1.7259, -1.0743], [3.3080, 1.3335, 0.4121], [3.5616, 1.0308, -0.5459], [1.5165, 0.8635, 2.4267], [2.1569, 1.8982, 1.5090], [1.7595, 0.9938, 1.6328], [-0.9376, -0.3473, -3.3591], [-2.3686, -0.4774, -4.0214], [-1.9266, -0.3528, -3.2173], [0.8087, -2.4555, -2.8250], [1.2259, -3.2240, -1.7222], [1.0828, -3.3696, -2.6438], [2.9911, -2.5173, -2.2337], [3.6125, -1.2219, -1.4042], [3.3504, -2.1623, -1.2895], [3.2738, -3.6293, -0.0541], [3.0548, -3.1409, 1.3610], [2.7084, -3.7684, 0.7231], [-3.3225, 0.4259, -2.1405], [-3.8074, 1.7696, -1.9276], [-4.0694, 0.8158, -1.8234], [0.6409, -2.5375, 1.3134], [0.7086, -3.8940, 0.3477], [0.0729, -3.1445, 0.7450]], "atomic_forces_ev_per_a": [[4.2, 1.6, 1.2], [1.4, -3.0, -2.0], [0.3, -0.1, 1.2], [-0.6, -0.6, -0.1], [0.5, 0.6, 1.1], [0.4, -0.9, -0.8], [-1.5, -1.7, 1.7], [-1.7, 0.4, -2.1], [-1.4, 0.0, 0.5], [-1.0, -1.0, -0.3], [-0.9, 0.8, 0.5], [0.5, -0.3, -0.6], [-1.2, -0.2, -1.1], [0.3, 1.2, 0.4], [-0.3, 1.0, -0.4], [-1.4, 0.1, -0.6], [0.4, -0.9, 0.8], [1.2, 0.1, 1.2], [-2.2, 1.8, 0.1], [1.3, 1.2, -1.2], [-0.7, 0.5, -0.1], [-0.2, 0.9, 0.2], [0.9, -1.5, 0.0], [0.4, 0.1, 0.1], [0.5, 0.8, -0.7], [-0.9, -1.1, 0.6], [1.2, -1.8, 1.8], [0.8, 0.5, 0.6], [-1.8, 1.3, -2.6], [-0.5, -0.9, -0.1], [0.7, -0.7, 1.3], [0.1, 2.0, -0.8], [-0.9, -2.3, -0.8], [0.8, -0.1, -0.2], [0.0, 2.5, 0.9], [1.0, 4.7, -3.0], [1.0, -1.1, -3.1], [-1.5, -3.8, 5.6], [-2.5, -0.9, 9.7], [-1.1, -1.3, 1.1], [4.2, 2.3, -9.8], [-1.3, 0.1, -0.5], [-0.6, -0.4, -2.0], [1.7, 0.4, 2.0], [-0.2, -0.2, -0.8], [0.2, -0.7, 1.5], [-0.1, 0.9, -0.7], [1.3, 1.4, 3.0], [0.0, -1.0, -0.1], [-0.6, -0.5, -3.2], [-0.2, 0.1, 0.3], [0.0, 0.0, 0.3], [0.3, -0.5, -0.2], [3.6, -2.5, -2.0], [-0.9, -1.1, -0.1], [-2.5, 3.6, 2.1], [-0.6, -1.7, -1.0], [-1.6, 2.7, 1.9], [2.1, -1.0, -0.6]], "lumo_energy_ev": [-2.818, -7.199], "multiplicity": 2, "e_homo_ev": [-12.94, -12.93], "charge": 1, "max_force_ha_per_bohr": 0.21226, "s_squared": 0.755, "de_lowest_ev": 7.087}